Entry a
Entry from OMol25: a molecular structure, C4H3Br (ωB97M-V/def2-TZVPD).

Its LUMO energy is -2.037 eV. As for the charge: 0. The calculation puts the HOMO energy at -10.25 eV. The value obtained for the gap between HOMO and LUMO is 8.22 eV.

Last column: natural (NBO) charge in e.
CARTESIAN COORDINATES (ANGSTROEM)
C  1.244  -1.034  -0.006  -0.478
C  1.871  -2.120  -0.251  0.169
C  0.375  -0.110  0.506  0.015
C  -0.585  0.638  -0.446  -0.409
Br  -2.573  0.608  0.188  -0.024
H  0.435  0.099  1.871  0.264
H  -0.530  0.290  -1.406  0.229
H  -0.238  1.629  -0.457  0.234



Entry b
Entry from OMol25: 2 unconnected molecules or ions with the total composition C4H3Br (ωB97M-V/def2-TZVPD).

Its LUMO energy is 0.677 eV. As for the charge: 0. The SMILES is C#CC#C.Br. The calculation puts the HOMO energy at -9.83 eV. The value obtained for the gap between HOMO and LUMO is 10.51 eV.

Last column: natural (NBO) charge in e.
CARTESIAN COORDINATES (ANGSTROEM)
C  -2.684  -1.000  0.727  -0.117
C  -2.236  -1.958  1.307  -0.148
C  -3.500  1.172  -0.401  -0.169
C  -3.113  0.107  0.056  -0.008
Br  3.626  0.360  0.112  -0.180
H  -3.774  2.025  -0.845  0.218
H  3.051  -0.829  0.301  0.181
H  -2.182  -2.891  1.705  0.224



Most stable of them? entry b.